DFT (ωB97M-V/def2-TZVPD) results for 8 unconnected molecules or ions with the total composition C65H139N7O9 in a non-equilibrium geometry.

The geometry in XYZ format:
```
220
Properties=species:S:1:pos:R:3
C -13.68555 -21.39331 7.34444
C -13.06723 -20.15446 6.80582
O -14.06455 -19.26897 6.27291
O -14.48029 -22.11595 6.37253
H -14.19751 -21.24182 8.33801
H -12.85430 -21.99411 7.65407
H -12.39196 -20.45175 6.01863
H -12.41686 -19.60778 7.49954
H -13.62874 -18.39350 6.05624
H -15.32076 -21.67138 6.11802
C -8.00828 -22.10367 8.01976
C -9.27872 -22.96798 7.74778
C -8.91822 -24.46359 8.01967
C -8.73561 -24.75267 9.53521
C -10.06207 -24.35496 10.25661
C -10.50648 -22.91503 10.06184
N -10.44971 -22.60180 8.59043
O -10.97115 -21.29397 8.23966
C -11.99268 -22.74023 10.44484
C -9.61765 -22.02984 10.92496
C -9.69442 -22.93079 6.26551
H -8.22704 -21.06026 8.29911
H -7.40619 -22.10984 7.08556
H -7.49133 -22.48541 8.90473
H -9.75091 -25.07624 7.63518
H -8.00514 -24.63881 7.42623
H -7.85511 -24.27007 9.99086
H -8.56840 -25.85172 9.64170
H -9.83436 -24.39898 11.30188
H -10.80045 -25.16036 10.09294
H -12.10781 -22.86931 11.53430
H -12.39048 -21.73610 10.29114
H -12.60230 -23.54033 9.97914
H -9.89697 -20.98559 10.72305
H -9.76294 -22.07557 12.01809
H -8.58445 -22.16308 10.66306
H -10.59765 -23.45964 6.00358
H -8.93209 -23.35783 5.59671
H -9.79685 -21.91640 5.93250
H -10.30130 -20.61900 8.42083
C -18.96247 -19.54591 6.05311
C -17.94159 -20.63298 6.38288
C -18.69811 -21.95466 6.52953
C -19.08553 -22.68392 5.19168
C -17.98042 -22.68543 4.17623
C -17.24147 -21.32177 3.96806
N -16.93009 -20.73537 5.27609
O -16.35179 -19.45129 5.09568
C -15.93332 -21.46148 3.26153
C -18.17079 -20.39048 3.08402
C -17.22977 -20.34225 7.72972
H -18.52618 -18.54707 5.90589
H -19.78763 -19.41399 6.77783
H -19.35136 -19.74225 5.07744
H -18.05539 -22.63577 7.11624
H -19.59420 -21.79733 7.13067
H -19.97343 -22.20921 4.80570
H -19.44758 -23.67108 5.45712
H -18.43877 -23.07729 3.22835
H -17.25646 -23.43918 4.48747
H -15.09533 -21.85880 3.81562
H -16.05373 -22.11529 2.41135
H -15.60055 -20.47715 2.87626
H -19.25031 -20.43675 3.24862
H -18.10546 -19.29103 3.18478
H -18.03684 -20.54258 2.05217
H -16.65592 -19.40181 7.70986
H -16.62012 -21.20520 7.95238
H -17.99383 -20.11820 8.51235
H -15.48979 -19.56490 5.53940
C -13.67754 -26.51831 8.67128
C -13.59101 -26.40552 7.15396
C -13.19844 -27.75870 6.59510
C -13.52493 -27.89012 5.10118
C -14.92983 -27.48589 4.75767
C -15.34146 -26.12775 5.17733
N -14.98107 -25.99074 6.65159
O -15.42263 -24.76199 7.16757
C -14.70712 -25.10503 4.18626
C -16.93095 -26.09845 5.19435
C -12.52791 -25.35999 6.75008
H -12.67881 -26.78746 9.05140
H -14.39736 -27.31215 8.87204
H -13.97656 -25.61387 9.23165
H -12.14413 -27.98304 6.72947
H -13.82611 -28.49664 7.06073
H -13.29840 -28.91754 4.83455
H -12.82991 -27.26580 4.53874
H -15.68838 -28.15466 5.15891
H -14.92919 -27.57068 3.66434
H -15.23851 -24.92384 3.25307
H -14.63482 -24.13450 4.68103
H -13.72929 -25.48873 3.83390
H -17.29860 -27.01568 5.59533
H -17.25380 -25.26048 5.79183
H -17.23684 -25.95998 4.13381
H -12.36486 -25.17186 5.66574
H -11.57130 -25.76580 7.08312
H -12.77215 -24.36472 7.12108
H -14.73354 -24.11973 6.88140
C -14.59323 -19.62268 14.05142
C -13.62344 -19.35404 12.79487
C -14.25281 -20.04276 11.55722
C -15.48887 -19.40474 10.98458
C -15.10663 -17.91521 10.67521
C -14.60810 -17.17919 11.89324
N -13.50393 -17.94862 12.45354
O -12.70980 -17.29645 13.42901
C -13.89808 -15.90306 11.46263
C -15.85410 -16.96070 12.78127
C -12.28246 -20.01157 13.00799
H -14.62204 -20.65646 14.32790
H -15.66349 -19.39313 13.81274
H -14.31727 -19.03431 14.94271
H -13.46302 -20.10402 10.79762
H -14.54191 -21.07020 11.80315
H -16.35185 -19.39014 11.67582
H -15.79847 -19.96613 10.05512
H -15.90732 -17.44454 10.08995
H -14.26947 -17.86768 9.93470
H -12.99594 -16.23011 10.94573
H -14.51891 -15.48143 10.65623
H -13.67151 -15.15401 12.21413
H -16.21185 -15.96496 12.52877
H -16.67711 -17.70002 12.64463
H -15.49333 -16.97050 13.80463
H -11.63510 -19.82302 12.11490
H -12.39272 -21.11101 13.08185
H -11.70983 -19.72842 13.87929
H -13.18909 -17.40129 14.26097
C -16.33204 -23.06840 10.17975
C -16.45414 -23.74343 11.61653
C -17.15517 -22.76471 12.58053
C -17.70568 -23.47495 13.77989
C -18.61801 -24.65641 13.49141
C -17.90225 -25.72700 12.65533
N -17.34350 -25.01421 11.45441
O -16.61649 -25.99081 10.59769
C -16.82591 -26.41965 13.51481
C -18.97986 -26.75406 12.21232
C -15.06702 -24.04459 12.20855
H -15.57815 -22.25016 10.14878
H -17.30629 -22.80833 9.75306
H -15.86921 -23.66744 9.39196
H -16.40343 -22.02887 12.92704
H -17.86661 -22.13489 11.98906
H -18.11133 -22.73193 14.45000
H -16.94437 -23.80487 14.47242
H -19.53696 -24.30975 12.96192
H -18.99147 -25.08529 14.40529
H -16.06965 -25.74785 13.80932
H -17.33860 -26.89957 14.38414
H -16.34139 -27.21792 12.95118
H -18.54292 -27.52341 11.56320
H -19.32175 -27.34062 13.03467
H -19.79808 -26.25502 11.75669
H -14.60825 -24.99286 11.87351
H -15.03273 -24.13842 13.31171
H -14.26852 -23.29609 12.00078
H -16.74267 -25.65028 9.70030
C -11.90383 -17.98788 3.72023
C -12.86200 -16.84372 4.09968
C -14.24456 -17.16019 3.56355
C -15.37233 -16.34321 4.14570
C -15.32317 -16.28541 5.66231
C -13.95168 -15.92867 6.24213
N -12.95324 -16.80829 5.57420
O -11.72276 -16.67388 6.25246
C -13.77129 -14.39416 6.02970
C -13.92752 -16.18385 7.77177
C -12.30040 -15.54457 3.51415
H -11.79942 -17.97156 2.59996
H -12.34688 -18.99243 3.90982
H -10.91181 -17.94934 4.20504
H -14.29224 -16.99460 2.43633
H -14.40222 -18.24487 3.70266
H -16.32646 -16.68702 3.78788
H -15.32007 -15.32242 3.75094
H -15.67605 -17.27731 6.10523
H -16.05152 -15.52080 5.89662
H -13.88328 -14.07590 4.99661
H -14.53890 -13.99765 6.66980
H -12.82032 -14.03514 6.40341
H -14.93727 -15.93827 8.13005
H -13.81025 -17.25877 7.93932
H -13.18781 -15.68834 8.40623
H -13.06188 -14.81717 3.40216
H -12.24761 -15.80737 2.46721
H -11.34426 -15.18596 3.89514
H -11.44151 -15.78003 6.10560
C -11.41704 -24.70451 0.01479
C -11.92181 -23.50929 0.82730
C -11.61491 -23.70943 2.33681
C -11.78373 -22.38458 3.14540
C -10.93040 -21.28821 2.60184
C -11.23840 -21.01312 1.06259
N -11.16599 -22.29916 0.38218
O -11.46412 -22.09588 -1.00813
C -12.59497 -20.28754 1.03451
C -10.15072 -20.18371 0.42200
C -13.49684 -23.41659 0.72854
H -10.40907 -24.99689 0.31861
H -11.44212 -24.50689 -1.06331
H -11.97256 -25.60922 0.21244
H -12.32645 -24.40907 2.75247
H -10.61699 -24.23653 2.46333
H -11.39667 -22.62619 4.15866
H -12.84528 -22.17607 3.27292
H -9.88501 -21.61817 2.60790
H -11.04952 -20.41118 3.24073
H -13.02389 -20.45082 0.02457
H -13.39360 -20.59631 1.76830
H -12.42233 -19.21688 1.17402
H -9.23207 -20.74332 0.29279
H -10.49529 -19.83695 -0.56191
H -9.93635 -19.34910 1.09298
H -13.78224 -23.02121 -0.26276
H -13.85597 -22.65679 1.39034
H -14.09467 -24.30388 0.92610
H -10.63715 -22.36019 -1.40070
```

The value obtained for the relative energy (zero: lowest compared OMol25 entry of this formula, charge and spin) is 19.9 kcal per mole. For the maximum force, the calculation gives 0.05184 hartree/bohr. Its structure (SMILES) is CC1(C)CCCC(C)(C)N1O.CC1(C)CCCC(C)(C)N1O.CC1(C)CCCC(C)(C)N1O.CC1(C)CCCC(C)(C)N1O.CC1(C)CCCC(C)(C)N1O.CC1(C)CCCC(C)(C)N1O.CC1(C)CCCC(C)(C)N1O.OCCO.

Atom charges from the Mulliken analysis, given in e for atoms 1 to 8: C 0.959; C -0.400; O -0.023; O 2.442; H -1.152; H -0.346; H -0.288; H 0.432